[1]
Density functional theory data (ωB97M-V/def2-TZVPD) for C56H49BrCl5CoN3OSbTe as an isolated structure.

**<S²>**: 0.769
**Total charge**: +1
**2S+1**: 2
**LUMO energy (spin up / spin down)**: -3.84 / -3.91 eV
**Kohn-Sham gap (spin up / spin down)**: 0.198 / 0.196 Eh

Last column: Mulliken spin population.
Atoms and positions in Å:
Co  -0.789  -0.611  -0.805  1.0211
Cl  0.578  -0.814  2.553  0.0031
C  -0.246  -2.082  1.688  -0.0005
C  -0.031  -2.158  0.308  -0.0743
C  -0.687  -3.220  -0.334  0.0104
Cl  -0.302  -3.520  -2.006  0.0040
C  -1.593  -4.060  0.297  -0.0030
Cl  -2.416  -5.289  -0.576  -0.0005
C  -1.806  -3.908  1.668  0.0075
Cl  -2.925  -4.923  2.480  0.0008
C  -1.099  -2.935  2.374  -0.0090
Cl  -1.298  -2.830  4.080  -0.0010
Br  -6.762  -0.905  -5.085  -0.0002
C  -5.045  -0.674  -4.321  -0.0022
C  -4.430  0.567  -4.395  0.0013
C  -3.158  0.727  -3.882  -0.0042
C  -2.484  -0.349  -3.296  0.0028
C  -3.138  -1.583  -3.213  0.0019
C  -4.408  -1.751  -3.721  0.0023
N  -1.203  -0.223  -2.761  -0.0280
C  -0.275  0.465  -3.344  -0.0077
C  0.942  0.722  -2.640  0.0439
C  2.017  1.431  -3.191  0.0060
C  3.127  1.698  -2.423  -0.0005
C  3.145  1.272  -1.094  0.0023
C  2.052  0.579  -0.611  0.0064
N  0.985  0.294  -1.350  -0.0202
H  -4.946  1.397  -4.857  0.0000
H  -2.673  1.694  -3.933  0.0002
H  -2.623  -2.423  -2.769  -0.0062
H  -4.893  -2.715  -3.663  0.0001
H  -0.407  0.813  -4.365  -0.0022
H  1.946  1.764  -4.217  -0.0002
H  3.969  2.240  -2.829  -0.0001
H  3.991  1.476  -0.456  -0.0003
H  2.018  0.261  0.424  0.0029
C  -4.000  0.257  1.512  -0.0004
C  -2.775  -0.043  0.701  0.0131
O  -2.815  -0.946  -0.169  -0.0081
N  -1.611  0.581  0.793  -0.0047
Te  -0.761  2.104  1.731  0.0260
C  -1.099  2.827  3.752  0.0127
C  -0.709  4.164  3.915  -0.0043
C  -0.118  5.003  2.813  0.0020
C  -0.858  4.738  5.171  0.0008
C  -1.342  4.024  6.260  -0.0006
C  -1.511  4.674  7.600  0.0002
C  -1.649  2.683  6.076  -0.0004
C  -1.517  2.065  4.839  -0.0046
C  -1.780  0.594  4.730  0.0033
C  -2.036  3.530  0.757  -0.0028
C  -3.282  3.936  1.243  -0.0028
C  -3.832  3.502  2.574  0.0005
C  -4.036  4.819  0.474  0.0001
C  -3.591  5.299  -0.747  0.0003
C  -4.424  6.245  -1.559  0.0000
C  -2.341  4.891  -1.201  -0.0009
C  -1.559  4.011  -0.472  0.0033
C  -0.207  3.608  -0.988  0.0042
H  -4.715  -0.546  1.347  0.0007
H  -4.431  1.193  1.155  -0.0001
H  -3.778  0.338  2.575  -0.0009
H  0.700  4.474  2.313  -0.0013
H  0.288  5.923  3.227  -0.0001
H  -0.859  5.276  2.062  -0.0005
H  -0.581  5.777  5.297  0.0002
H  -1.208  5.718  7.570  0.0000
H  -0.908  4.158  8.347  0.0000
H  -2.550  4.623  7.926  0.0000
H  -1.993  2.089  6.914  0.0000
H  -2.639  0.300  5.332  0.0002
H  -0.912  0.046  5.099  0.0000
H  -1.945  0.292  3.696  -0.0007
H  -3.476  2.517  2.860  -0.0003
H  -4.921  3.488  2.546  0.0001
H  -3.531  4.204  3.354  0.0002
H  -4.998  5.142  0.854  0.0000
H  -5.426  6.337  -1.148  0.0000
H  -4.494  5.900  -2.590  0.0000
H  -3.968  7.236  -1.576  0.0000
H  -1.968  5.276  -2.142  0.0000
H  -0.034  4.008  -1.985  0.0003
H  -0.132  2.522  -1.036  0.0011
H  0.586  3.982  -0.335  -0.0001
C  6.984  -1.778  1.003  0.0001
C  6.949  -1.937  -0.375  -0.0001
C  5.755  -2.243  -1.015  -0.0002
C  4.591  -2.394  -0.271  -0.0003
C  4.626  -2.236  1.110  0.0005
C  5.821  -1.929  1.745  0.0001
Sb  2.680  -2.942  -1.149  0.0090
C  2.832  -5.026  -0.626  -0.0006
C  1.928  -5.613  0.248  -0.0002
C  2.058  -6.951  0.595  0.0002
C  3.106  -7.700  0.084  -0.0001
C  4.020  -7.112  -0.779  0.0000
C  3.888  -5.778  -1.134  0.0001
C  3.196  -3.128  -3.241  -0.0013
C  2.957  -4.308  -3.934  -0.0008
C  3.297  -4.401  -5.278  0.0001
C  3.855  -3.314  -5.935  -0.0001
C  4.057  -2.124  -5.251  0.0000
C  3.724  -2.028  -3.907  0.0016
H  7.916  -1.537  1.496  0.0000
H  7.854  -1.824  -0.958  0.0000
H  5.734  -2.367  -2.091  0.0000
H  3.718  -2.355  1.692  -0.0002
H  5.842  -1.808  2.820  0.0000
H  1.117  -5.030  0.668  0.0001
H  1.342  -7.404  1.268  0.0000
H  3.207  -8.742  0.357  0.0000
H  4.843  -7.695  -1.173  0.0000
H  4.604  -5.321  -1.807  0.0000
H  2.512  -5.158  -3.430  -0.0002
H  3.124  -5.326  -5.811  0.0000
H  4.125  -3.393  -6.979  0.0000
H  4.474  -1.268  -5.765  0.0000
H  3.872  -1.094  -3.377  -0.0003



[2]
Density functional theory data (ωB97M-V/def2-TZVPD) for C56H50Cl2MoN9O2 as an isolated structure.

**<S²>**: 2.031
**Total charge**: -1
**2S+1**: 3
**LUMO energy (spin up / spin down)**: 1.88 / 1.43 eV
**Energy above the lowest of the compared OMol25 structures with the same formula, charge and spin**: 0.0 kJ/mol
**Kohn-Sham gap (spin up / spin down)**: 0.220 / 0.206 Eh

Last column: Mulliken spin population.
Atoms and positions in Å:
Mo  1.036  0.732  -0.563  1.8347
Cl  7.412  -0.597  -3.281  -0.0001
C  5.754  -0.093  -3.142  -0.0009
C  5.229  0.094  -1.873  -0.0009
C  3.902  0.482  -1.735  0.0276
N  3.184  0.579  -0.535  -0.0565
C  3.897  0.676  0.612  -0.0186
O  5.045  1.065  0.758  0.0231
C  3.159  0.055  1.751  0.0305
C  3.829  -0.266  2.917  0.0022
C  3.176  -1.042  3.856  0.0016
C  1.874  -1.430  3.591  0.0003
C  1.267  -1.013  2.420  0.0244
N  1.901  -0.295  1.489  -0.0419
C  3.126  0.702  -2.864  -0.0244
C  3.654  0.524  -4.132  -0.0001
C  4.972  0.118  -4.267  0.0008
Cl  5.613  -0.107  -5.867  0.0002
N  1.808  1.078  -2.561  -0.0519
C  1.224  1.973  -3.382  0.0079
O  1.669  2.496  -4.395  0.0282
C  -0.191  2.194  -2.979  0.0437
C  -1.070  2.859  -3.806  0.0041
C  -2.427  2.696  -3.586  0.0057
C  -2.824  1.845  -2.572  -0.0040
C  -1.870  1.308  -1.724  0.0365
N  -0.567  1.510  -1.893  -0.0477
H  5.858  -0.058  -1.011  -0.0004
H  4.846  0.085  3.029  0.0005
H  3.668  -1.338  4.773  -0.0002
H  1.308  -2.036  4.285  0.0003
H  0.232  -1.249  2.237  -0.0114
H  3.056  0.704  -5.011  -0.0008
H  -0.656  3.406  -4.641  0.0007
H  -3.157  3.179  -4.224  -0.0005
H  -3.863  1.603  -2.405  -0.0002
H  -2.137  0.637  -0.927  -0.0087
C  1.121  -3.842  0.900  -0.0147
C  2.131  -3.631  -0.218  -0.0010
C  3.292  -2.704  0.133  -0.0118
C  1.481  -3.261  -1.544  -0.0203
C  1.875  -4.090  -2.595  0.0061
C  1.304  -4.034  -3.849  0.0006
C  0.276  -3.139  -4.045  -0.0008
C  -0.119  -2.256  -3.044  0.0076
C  -1.258  -1.331  -3.405  0.0007
C  -0.944  -0.524  -4.667  0.0023
C  -2.586  -2.072  -3.583  0.0025
C  0.519  -2.247  -1.782  0.0223
N  0.223  -1.202  -0.816  0.0822
C  -0.885  -1.326  0.025  -0.0351
C  -1.246  -0.318  0.915  0.0321
N  -0.611  0.913  0.937  0.0408
C  -1.098  1.997  1.773  -0.0283
C  -0.260  2.560  2.777  0.0022
C  -0.648  3.685  3.497  0.0024
C  -1.892  4.253  3.357  -0.0019
C  -2.758  3.654  2.472  0.0022
C  -2.401  2.572  1.667  0.0021
C  -3.530  2.191  0.707  0.0001
C  -3.803  3.372  -0.236  -0.0002
C  -4.848  1.829  1.405  0.0000
C  1.024  1.939  3.298  0.0188
C  0.799  1.469  4.744  -0.0010
C  2.264  2.833  3.234  -0.0012
C  -2.223  -0.881  1.872  0.0002
C  -2.757  -0.484  3.069  0.0304
C  -3.640  -1.370  3.753  -0.0181
C  -3.956  -2.612  3.274  0.0284
C  -3.358  -3.076  2.067  -0.0008
C  -3.493  -4.369  1.485  -0.0199
C  -2.759  -4.684  0.373  0.0083
C  -1.847  -3.774  -0.234  -0.0192
C  -1.722  -2.513  0.288  -0.0045
C  -2.510  -2.195  1.424  0.0035
H  1.634  -4.108  1.827  -0.0003
H  0.435  -4.653  0.644  0.0002
H  0.521  -2.961  1.077  0.0094
H  2.568  -4.619  -0.386  0.0001
H  2.966  -1.668  0.123  0.0201
H  4.089  -2.799  -0.608  0.0008
H  3.705  -2.941  1.117  -0.0001
H  2.648  -4.823  -2.400  0.0003
H  1.638  -4.691  -4.643  -0.0001
H  -0.234  -3.108  -5.000  0.0005
H  -1.376  -0.651  -2.578  -0.0108
H  -0.949  -1.163  -5.553  -0.0005
H  0.038  -0.052  -4.609  -0.0010
H  -1.697  0.250  -4.822  0.0003
H  -2.523  -2.796  -4.400  0.0001
H  -3.380  -1.361  -3.829  -0.0003
H  -2.876  -2.604  -2.679  -0.0002
H  0.048  4.107  4.209  0.0005
H  -2.180  5.127  3.926  0.0003
H  -3.754  4.063  2.370  -0.0002
H  -3.240  1.314  0.142  0.0039
H  -4.163  4.226  0.337  -0.0001
H  -4.574  3.125  -0.969  -0.0001
H  -2.904  3.691  -0.761  0.0001
H  -5.280  2.690  1.918  -0.0002
H  -4.724  1.029  2.129  0.0006
H  -5.574  1.494  0.659  -0.0001
H  1.208  1.067  2.706  -0.0179
H  0.723  2.317  5.427  0.0001
H  1.633  0.847  5.075  0.0004
H  -0.121  0.884  4.830  0.0002
H  2.089  3.812  3.680  -0.0003
H  2.602  2.988  2.210  0.0008
H  3.086  2.359  3.776  0.0010
H  -2.535  0.483  3.500  0.0071
H  -4.075  -1.037  4.688  -0.0004
H  -4.632  -3.256  3.825  0.0023
H  -4.155  -5.101  1.933  -0.0015
H  -2.855  -5.673  -0.059  0.0003
H  -1.266  -4.100  -1.086  -0.0031
N  1.104  6.469  2.451  0.0137
C  1.003  5.763  1.536  -0.0031
N  0.859  5.060  0.442  0.0342
C  1.082  3.841  0.210  0.1027
N  1.294  2.748  -0.161  -0.0801



[3]
Density functional theory data (ωB97M-V/def2-TZVPD) for C56H54AlClGe2NO3S4 as an isolated structure.

**Total charge**: -1
**LUMO energy**: 2.32 eV
**Energy above the lowest of the compared OMol25 structures with the same formula, charge and spin**: 16.3 kJ/mol
**Kohn-Sham gap**: 0.297 Eh

Last column: Mulliken charge in e.
Atoms and positions in Å:
Al  0.302  0.457  0.415  -0.5136
C  -6.050  2.884  3.076  -1.5439
C  -4.897  2.361  3.888  0.7463
C  -4.501  1.037  3.800  -1.2323
C  -3.415  0.545  4.521  1.4079
C  -3.025  -0.902  4.397  -1.5446
C  -2.698  1.423  5.334  0.4836
C  -3.098  2.759  5.459  1.0742
C  -2.304  3.710  6.309  -1.4620
C  -4.194  3.207  4.739  -0.7119
C  -1.503  0.953  6.096  -0.7684
C  -1.703  0.470  7.387  0.0682
C  -0.636  0.055  8.163  -0.9311
C  0.648  0.124  7.651  -0.1330
C  0.875  0.594  6.362  -0.3978
C  -0.203  1.020  5.573  -0.2507
Ge  0.141  1.587  3.714  -0.5877
S  0.385  -0.252  2.550  -0.2114
S  1.804  3.072  3.446  0.1608
Ge  0.506  3.668  1.696  -0.3325
S  1.217  2.482  0.002  -0.2400
S  -1.365  2.881  2.651  0.1969
C  0.409  5.592  1.217  -0.5371
C  0.718  6.604  2.140  -0.9694
C  0.714  7.941  1.741  0.0011
C  0.381  8.301  0.450  -0.9068
C  0.016  7.314  -0.448  -0.1470
C  0.017  5.972  -0.081  0.2440
C  -0.479  5.005  -1.103  0.6560
C  -1.783  4.518  -1.010  0.9154
C  -2.736  5.023  0.043  -1.6235
C  -2.213  3.565  -1.927  -0.8540
C  -1.390  3.115  -2.947  0.7128
C  -1.839  2.030  -3.885  -1.6330
C  -0.123  3.677  -3.068  -0.9257
C  0.348  4.612  -2.161  1.3281
C  1.759  5.122  -2.266  -1.6982
C  0.990  6.397  3.596  0.9585
C  -0.075  6.399  4.495  0.5421
C  -1.509  6.437  4.034  -1.6126
C  0.199  6.362  5.861  -0.6146
C  1.495  6.330  6.346  0.6341
C  1.764  6.320  7.827  -1.5824
C  2.541  6.311  5.429  -0.4494
C  2.309  6.348  4.063  1.0676
C  3.459  6.323  3.095  -1.7536
C  2.279  0.653  5.855  0.5949
C  2.865  -0.464  5.254  1.1177
C  2.184  -1.806  5.237  -1.8686
C  4.146  -0.344  4.723  -0.7927
C  4.868  0.835  4.820  0.6515
C  6.222  0.966  4.183  -1.5615
C  4.295  1.907  5.494  -0.6816
C  3.010  1.836  6.010  0.3860
C  2.409  3.024  6.705  -0.7070
H  -6.410  2.131  2.376  0.3872
H  -5.752  3.762  2.501  0.2980
H  -6.884  3.178  3.717  0.3337
H  -5.037  0.364  3.140  0.2839
H  -3.821  -1.472  3.920  0.5228
H  -2.819  -1.343  5.374  0.2956
H  -2.123  -1.014  3.791  0.1477
H  -1.303  3.854  5.891  -0.0814
H  -2.174  3.332  7.325  0.5163
H  -2.793  4.683  6.359  0.4782
H  -4.485  4.250  4.816  0.3333
H  -2.714  0.430  7.776  0.4902
H  -0.803  -0.317  9.166  0.4169
H  1.496  -0.197  8.245  0.5179
H  0.962  8.698  2.475  0.4817
H  0.378  9.342  0.154  0.4073
H  -0.293  7.572  -1.454  0.5127
H  -2.705  6.112  0.114  0.3191
H  -2.503  4.629  1.033  0.0782
H  -3.755  4.720  -0.196  0.4980
H  -3.212  3.154  -1.832  0.3426
H  -2.902  1.825  -3.771  0.3567
H  -1.304  1.101  -3.674  0.2537
H  -1.639  2.297  -4.924  0.4341
H  0.532  3.342  -3.865  0.3202
H  2.266  4.671  -3.119  0.4203
H  2.322  4.867  -1.364  0.2995
H  1.796  6.207  -2.376  0.3235
H  -1.618  6.957  3.083  0.3601
H  -2.137  6.934  4.775  0.5378
H  -1.887  5.421  3.894  -0.0556
H  -0.629  6.385  6.561  0.2236
H  0.877  6.618  8.386  0.4020
H  2.575  7.002  8.085  0.3769
H  2.051  5.324  8.169  0.2569
H  3.565  6.276  5.788  0.3326
H  4.410  6.303  3.626  0.4458
H  3.445  7.194  2.436  0.3679
H  3.412  5.438  2.456  0.2224
H  1.101  -1.721  5.252  0.2816
H  2.488  -2.385  6.114  0.3554
H  2.461  -2.366  4.345  0.4311
H  4.586  -1.199  4.221  0.4254
H  6.728  0.003  4.117  0.4108
H  6.857  1.656  4.739  0.4170
H  6.125  1.353  3.167  0.1245
H  4.852  2.833  5.595  0.3576
H  3.140  3.831  6.770  0.3660
H  2.077  2.770  7.714  0.4071
H  1.542  3.404  6.158  -0.2062
Cl  7.898  -0.729  0.720  -0.2534
C  6.204  -1.009  0.405  0.5456
C  5.308  0.039  0.523  -1.0210
C  3.969  -0.184  0.239  0.5667
C  3.535  -1.442  -0.162  -0.0045
C  4.450  -2.485  -0.253  -0.4832
C  5.789  -2.278  0.030  -0.6518
C  2.094  -1.715  -0.525  0.4620
O  1.757  -2.812  -0.913  -0.6883
O  1.293  -0.691  -0.436  -0.0698
H  5.653  1.018  0.825  0.4867
H  3.264  0.632  0.329  0.1393
H  4.091  -3.457  -0.564  0.4738
H  6.509  -3.081  -0.045  0.4480
O  -3.545  0.475  -1.223  -0.6734
C  -2.469  0.469  -0.734  1.4246
N  -1.396  0.471  -0.236  -0.6977